Entry 1:
{"formula": "C29H33BaN3O", "method": "ωB97M-V/def2-TZVPD", "symbols": ["Ba", "N", "N", "C", "C", "C", "C", "H", "H", "H", "C", "C", "H", "H", "H", "C", "C", "H", "H", "H", "C", "H", "H", "H", "C", "H", "H", "H", "C", "H", "C", "H", "C", "H", "C", "H", "C", "C", "H", "C", "C", "H", "C", "H", "N", "C", "C", "C", "H", "C", "C", "H", "H", "H", "C", "H", "C", "C", "H", "H", "H", "C", "H", "H", "H", "O", "C"], "coordinates": [[0.033, -0.786, 0.218], [2.173, -1.868, 1.541], [2.175, 1.235, 0.374], [-2.547, 0.583, 0.851], [-1.666, 1.056, 1.869], [-1.408, -0.024, 2.760], [-0.548, 0.015, 3.965], [0.227, 0.788, 3.881], [-0.035, -0.943, 4.135], [-1.134, 0.232, 4.874], [-2.103, -1.164, 2.277], [-2.037, -2.528, 2.855], [-2.329, -2.535, 3.918], [-1.020, -2.961, 2.820], [-2.701, -3.213, 2.310], [-2.815, -0.787, 1.109], [-3.672, -1.683, 0.293], [-3.257, -2.701, 0.221], [-3.806, -1.303, -0.729], [-4.675, -1.777, 0.736], [-1.079, 2.415, 1.973], [-1.564, 3.004, 2.771], [-1.189, 2.976, 1.033], [-0.003, 2.385, 2.205], [-3.106, 1.346, -0.295], [-2.777, 0.940, -1.270], [-2.813, 2.404, -0.263], [-4.209, 1.305, -0.296], [2.721, -3.161, 1.963], [2.569, -3.927, 1.192], [4.087, -3.126, 2.487], [4.542, -4.096, 2.681], [4.736, -1.942, 2.689], [5.756, -1.933, 3.083], [4.111, -0.738, 2.377], [4.601, 0.212, 2.553], [2.819, -0.727, 1.791], [2.106, 0.542, 1.576], [2.034, 1.238, 2.423], [2.033, 0.610, -0.862], [2.192, 2.637, 0.162], [2.410, 3.324, 0.961], [1.867, 2.841, -1.119], [1.782, 3.759, -1.672], [1.605, 1.587, -1.700], [0.781, 1.261, -2.813], [-0.368, 2.036, -3.095], [-1.319, 1.499, -3.974], [-2.210, 2.081, -4.223], [-1.178, 0.230, -4.535], [-2.194, -0.297, -5.503], [-2.830, -1.066, -5.045], [-1.706, -0.750, -6.373], [-2.844, 0.511, -5.849], [-0.089, -0.554, -4.154], [-0.018, -1.581, -4.527], [0.905, -0.058, -3.305], [2.029, -0.957, -2.912], [2.958, -0.706, -3.442], [1.775, -1.994, -3.160], [2.274, -0.900, -1.789], [-0.689, 3.318, -2.394], [0.034, 4.113, -2.623], [-0.751, 3.191, -1.299], [-1.675, 3.679, -2.721], [1.253, -2.965, 3.930], [1.775, -3.601, 3.087]], "mulliken_charge": [-0.1225, 0.0613, 0.9677, 0.7020, -0.0164, 1.1822, -1.3605, 0.3256, 0.1988, 0.3323, 0.3392, -1.2186, 0.2441, 0.0335, 0.4483, 0.2787, -1.4360, 0.3613, 0.1229, 0.3044, -1.5850, 0.3741, 0.2564, 0.0255, -0.9721, 0.1124, 0.4238, 0.2794, 0.4298, 0.2353, -1.0933, 0.3216, -0.2070, 0.3270, -0.8172, 0.3561, 1.0056, -1.6770, 0.2694, -1.9801, -0.6184, 0.4724, -0.6472, 0.4956, 0.7028, -0.4024, 1.3129, -1.5527, -0.2347, 2.9150, -1.7888, 0.2562, 0.3275, 0.4660, -1.1409, 0.2063, 0.6479, -1.0506, 0.3486, 0.2599, 0.4379, -1.4603, 0.4091, 0.2425, 0.3203, -0.1902, -0.5674], "lumo_energy_ev": [4.129, 4.300], "charge": -2, "de_lowest_ev": 0.0000, "homo_lumo_gap_ev": [1.70, 4.94], "max_force_ev_per_a": 3.8}

Entry 2:
{"formula": "C29H33Br43O3", "method": "ωB97M-V/def2-TZVPD", "symbols": ["O", "C", "O", "C", "C", "C", "C", "Br", "C", "C", "C", "C", "C", "C", "C", "C", "C", "C", "O", "H", "H", "H", "H", "H", "H", "H", "H", "H", "H", "H", "H", "H", "H", "H", "H", "H", "H", "H", "C", "Br", "Br", "Br", "H", "C", "Br", "Br", "Br", "H", "C", "Br", "Br", "Br", "H", "C", "Br", "Br", "Br", "H", "C", "Br", "Br", "Br", "H", "C", "Br", "Br", "Br", "H", "C", "Br", "Br", "Br", "H", "C", "Br", "Br", "Br", "H", "C", "Br", "Br", "Br", "H", "C", "Br", "Br", "Br", "H", "C", "Br", "Br", "Br", "H", "C", "Br", "Br", "Br", "H", "C", "Br", "Br", "Br", "H", "C", "Br", "Br", "Br", "H"], "coordinates": [[-3.557, 2.367, 3.623], [-2.712, 2.118, 2.834], [-2.911, 1.370, 1.686], [-1.720, 0.572, 1.647], [-1.604, -0.536, 0.597], [-2.851, -0.651, -0.325], [-2.536, -0.098, -1.726], [-3.822, -0.855, -2.991], [-0.706, 1.695, 1.748], [-0.652, 2.788, 0.662], [0.687, 2.869, -0.098], [0.978, 1.641, -1.039], [2.181, 0.878, -0.521], [2.107, -0.025, 0.507], [3.282, -0.716, 1.048], [4.514, -0.452, 0.465], [4.556, 0.462, -0.657], [3.436, 1.091, -1.103], [-1.377, 2.406, 2.871], [-1.707, 0.031, 2.626], [-0.712, -0.485, -0.027], [-1.545, -1.478, 1.150], [-3.052, -1.718, -0.464], [-3.741, -0.218, 0.125], [-2.554, 0.994, -1.749], [-1.546, -0.435, -2.035], [0.291, 1.484, 2.136], [-0.735, 3.742, 1.194], [-1.514, 2.763, -0.016], [1.501, 3.012, 0.620], [0.663, 3.772, -0.718], [0.061, 1.048, -1.061], [1.156, 2.050, -2.036], [1.147, -0.223, 0.975], [3.162, -1.406, 1.852], [5.389, -0.936, 0.850], [5.512, 0.646, -1.133], [3.550, 1.789, -1.931], [6.763, -3.445, -1.325], [8.160, -3.651, -2.634], [7.442, -3.569, 0.474], [5.752, -1.823, -1.575], [6.078, -4.272, -1.464], [1.600, -4.442, 0.334], [3.450, -4.949, 0.557], [0.425, -5.520, 1.423], [1.367, -2.550, 0.640], [1.336, -4.635, -0.697], [6.213, 2.628, -3.971], [6.773, 0.800, -3.741], [4.434, 2.739, -4.705], [6.374, 3.631, -2.334], [6.881, 3.080, -4.690], [7.885, -8.179, -3.346], [6.551, -7.106, -2.459], [9.328, -7.108, -4.037], [8.534, -9.592, -2.216], [7.401, -8.645, -4.192], [-7.691, -1.349, -1.172], [-8.256, -2.819, -0.058], [-9.181, -0.357, -1.875], [-6.455, -0.186, -0.269], [-7.164, -1.776, -2.015], [0.608, -1.605, -5.063], [2.092, -1.818, -6.270], [1.159, -1.773, -3.226], [-0.330, 0.050, -5.364], [-0.088, -2.407, -5.264], [-5.741, 3.466, -1.515], [-4.445, 3.125, -2.900], [-4.979, 3.278, 0.242], [-6.594, 5.177, -1.745], [-6.511, 2.711, -1.609], [5.154, -0.286, 4.749], [5.154, -1.395, 3.178], [3.671, 0.950, 4.731], [5.193, -1.325, 6.371], [6.059, 0.303, 4.725], [-3.017, 6.423, 3.900], [-2.637, 4.600, 3.397], [-2.345, 7.701, 2.608], [-4.898, 6.686, 4.230], [-2.499, 6.614, 4.830], [0.491, -1.309, 5.153], [0.771, -1.318, 7.057], [0.064, -3.062, 4.478], [-0.830, -0.003, 4.623], [1.426, -1.012, 4.696], [-9.400, 0.978, -5.814], [-7.981, 1.844, -4.839], [-11.020, 0.837, -4.775], [-9.720, 1.835, -7.507], [-9.071, -0.030, -6.025], [11.566, -6.759, -0.124], [11.841, -8.593, -0.641], [12.090, -5.532, -1.514], [9.756, -6.446, 0.455], [12.209, -6.570, 0.724], [-6.733, -1.664, 3.300], [-4.901, -2.267, 3.282], [-7.816, -2.701, 4.509], [-6.852, 0.219, 3.662], [-7.127, -1.822, 2.306], [-8.163, 8.905, 2.467], [-8.521, 10.637, 3.231], [-6.487, 8.874, 1.524], [-8.275, 7.508, 3.793], [-8.939, 8.712, 1.740]], "mulliken_charge": [-0.5238, 0.3625, -0.0507, 0.3338, -0.5408, -0.6760, 0.0232, -0.1828, 1.3730, -0.8341, -1.1831, 0.0954, 0.3302, -0.6500, -0.5609, -0.9450, -1.4198, -0.1818, -0.5041, -0.4429, 0.0142, 0.6021, 0.6132, -0.1298, 0.1808, 0.0744, 0.4252, 0.3944, 0.0583, 0.4671, 0.3741, -0.9881, 0.7475, 0.9846, 0.9205, 0.4705, 0.8670, 0.0678, -0.0749, 0.0008, -0.0368, 0.1580, 0.0649, -0.3595, -0.0430, -0.0868, 0.2018, 0.4231, -0.3818, 0.0313, -0.0103, -0.0192, 0.3717, -0.3255, 0.0139, -0.0372, -0.0060, 0.3469, -0.3800, -0.0814, -0.0084, 0.1935, 0.3619, -0.3745, -0.0459, 0.0241, -0.0508, 0.3867, -0.1898, -0.0269, -0.0110, -0.0390, 0.2187, -0.4858, 0.0909, -0.0472, -0.0285, 0.4504, -0.4381, 0.1829, -0.0936, -0.0139, 0.3810, 0.2883, -0.0210, -0.0292, 0.0652, -0.3415, -0.3281, 0.0503, -0.0467, -0.0440, 0.3553, -0.3466, -0.0202, -0.0342, 0.0261, 0.3596, 0.4764, 0.0093, -0.0452, -0.0029, -0.5130, -0.2964, -0.0214, 0.0057, -0.0483, 0.3297], "lumo_energy_ev": -0.349, "homo_lumo_gap_ev": 8.66, "max_force_ev_per_a": 4.0}

Entry 3:
{"formula": "C29H33BrN4O2RuSSiTe", "method": "ωB97M-V/def2-TZVPD", "symbols": ["Ru", "C", "C", "N", "N", "C", "N", "S", "C", "C", "C", "C", "C", "N", "H", "H", "H", "H", "H", "H", "H", "H", "H", "Br", "C", "C", "C", "C", "C", "C", "C", "O", "O", "H", "H", "H", "H", "C", "Si", "C", "C", "C", "C", "H", "H", "H", "H", "H", "H", "H", "H", "H", "C", "C", "C", "C", "C", "C", "Te", "C", "C", "C", "H", "H", "H", "H", "H", "H", "H", "H", "H", "H", "H"], "coordinates": [[0.457, 0.103, 0.209], [4.503, -1.314, -0.195], [3.267, -0.459, -0.175], [2.065, -1.007, -0.451], [2.052, -2.270, -0.889], [0.955, -2.821, -1.265], [0.993, -4.140, -1.655], [-0.625, -2.080, -1.319], [3.316, 0.925, 0.046], [4.525, 1.654, 0.207], [4.489, 3.015, 0.316], [3.255, 3.688, 0.294], [2.107, 2.925, 0.185], [2.122, 1.613, 0.046], [4.201, -2.346, -0.352], [5.043, -1.244, 0.749], [5.171, -1.016, -1.004], [1.916, -4.472, -1.886], [0.256, -4.402, -2.291], [5.458, 1.114, 0.224], [5.407, 3.580, 0.407], [3.196, 4.763, 0.369], [1.124, 3.385, 0.192], [-2.955, 0.386, -0.170], [-2.835, -0.348, 1.576], [-3.546, -1.503, 1.844], [-3.511, -2.033, 3.120], [-2.786, -1.401, 4.117], [-2.094, -0.239, 3.837], [-2.096, 0.297, 2.555], [-1.287, 1.570, 2.296], [-1.316, 2.455, 3.138], [-0.654, 1.601, 1.197], [-4.112, -1.978, 1.056], [-4.063, -2.938, 3.332], [-2.754, -1.817, 5.114], [-1.532, 0.286, 4.596], [0.664, -2.760, 5.467], [0.532, -3.504, 3.706], [2.151, -4.466, 3.360], [-0.960, -4.695, 3.559], [0.355, -2.162, 2.463], [0.248, -1.288, 1.617], [0.587, -3.511, 6.249], [-0.112, -2.021, 5.639], [1.620, -2.257, 5.586], [2.386, -5.190, 4.136], [2.987, -3.778, 3.287], [2.091, -4.992, 2.412], [-0.767, -5.674, 3.992], [-1.213, -4.843, 2.514], [-1.841, -4.284, 4.042], [-3.600, 4.820, -5.544], [-2.695, 3.873, -4.808], [-3.061, 2.554, -4.617], [-2.235, 1.641, -3.974], [-2.755, 0.247, -3.816], [-0.986, 2.056, -3.509], [0.376, 0.637, -2.607], [-0.608, 3.392, -3.679], [0.726, 3.905, -3.225], [-1.461, 4.279, -4.322], [-4.580, 4.368, -5.690], [-3.181, 5.052, -6.526], [-3.721, 5.754, -4.997], [-4.023, 2.211, -4.974], [-3.146, -0.115, -4.766], [-3.564, 0.239, -3.086], [-1.984, -0.437, -3.465], [1.065, 3.382, -2.332], [0.671, 4.972, -3.014], [1.471, 3.750, -4.008], [-1.147, 5.309, -4.445]], "mulliken_charge": [0.2266, -1.8966, 0.1884, 1.7234, -1.5779, 0.3115, -0.5107, -0.3419, 0.9150, -1.0794, -0.3243, -1.0354, -0.5033, 0.6203, 0.3846, 0.3855, 0.3739, 0.2374, 0.2332, 0.4175, 0.4039, 0.4232, 0.7328, -0.0781, 0.6028, -0.7620, -0.4553, -0.5829, -0.5294, 0.2696, 0.2538, -0.7317, -0.3514, 0.4204, 0.4300, 0.3983, 0.4139, -0.9904, -0.2373, -1.0594, -0.9956, 0.1167, 0.1175, 0.3491, 0.2525, 0.3089, 0.3191, 0.2922, 0.2998, 0.4068, 0.3046, 0.2432, -1.4531, 0.8680, -0.9828, 0.8049, -1.3993, -0.3483, 0.1257, 1.1126, -1.1498, -0.9039, 0.3400, 0.2946, 0.3537, 0.3166, 0.4166, 0.2325, 0.1361, -0.1501, 0.4278, 0.2879, 0.3370], "lumo_energy_ev": [1.604, 1.667], "s2": 0.76, "charge": -1, "de_lowest_ev": 2.7374, "homo_lumo_gap_ev": [5.27, 5.27], "spin_multiplicity": 2, "max_force_ev_per_a": 3.3}